[1]
C2O3 | ωB97M-V with the def2-TZVPD basis set

XYZ file:
```
5
Properties=species:S:1:pos:R:3:nbo_charge:R:1
C -0.633 -0.097 0.078 0.799
C 0.878 0.214 -0.295 0.491
O 0.762 -0.965 0.194 -0.438
O -0.746 0.473 1.098 -0.437
O -0.260 0.375 -1.074 -0.414
```

Calculated values
Charge: 0
Kohn-Sham gap in eV: 10.0
Molar mass in g/mol: 72.02
E_tot in Eh: -301.72773
HOMO level in eV: -11.2
LUMO energy in eV: -1.198

[2]
C11H17Cl8FO6 | ωB97M-V with the def2-TZVPD basis set

XYZ file:
```
43
Properties=species:S:1:pos:R:3:nbo_charge:R:1
O -7.162 13.460 9.020 -0.573
C -6.267 12.825 9.484 0.981
O -6.234 12.299 10.706 -0.463
C -5.107 11.454 10.846 -0.144
C -4.321 11.620 9.522 0.448
F -4.181 10.456 8.822 -0.327
O -5.156 12.467 8.787 -0.500
H -4.473 11.873 11.642 0.193
H -5.303 10.479 11.292 0.231
H -3.350 12.076 9.711 0.163
C -5.325 16.481 7.955 -0.652
C -5.888 16.227 6.566 0.067
C -6.517 14.843 6.343 -0.104
O -7.921 15.063 6.556 -0.499
C -8.163 16.375 6.274 0.975
O -9.253 16.814 6.090 -0.599
O -7.038 17.072 6.375 -0.492
H -4.238 16.429 8.005 0.222
H -5.745 15.864 8.749 0.225
H -5.587 17.509 8.221 0.238
H -5.222 16.500 5.749 0.200
H -6.111 14.186 7.098 0.222
H -6.453 14.509 5.308 0.191
Cl -10.750 11.199 7.857 -0.043
C -10.128 12.831 7.527 -0.379
Cl -11.439 14.006 7.268 -0.055
H -9.595 13.185 8.400 0.242
H -9.481 12.805 6.661 0.229
Cl -13.827 15.553 5.217 -0.038
C -14.563 15.597 6.858 -0.394
Cl -14.960 17.220 7.397 -0.012
H -15.448 14.972 6.925 0.221
H -13.826 15.139 7.512 0.222
Cl -11.182 17.802 10.421 -0.022
C -10.392 16.644 9.362 -0.387
Cl -10.083 15.085 10.166 -0.045
H -11.075 16.393 8.561 0.234
H -9.462 17.059 8.995 0.220
Cl -9.815 13.630 4.160 -0.053
C -10.472 15.139 3.466 -0.399
Cl -11.812 14.826 2.383 -0.008
H -10.719 15.860 4.240 0.251
H -9.640 15.575 2.920 0.214
```

Calculated values
Charge: 0
Kohn-Sham gap in eV: 10.4
Molar mass in g/mol: 547.87
E_tot in Eh: -4662.19653
HOMO level in eV: -10.3
LUMO energy in eV: 0.129
SMILES: O=C1OC[C@@H](F)O1.C[C@H]1COC(=O)O1.ClCCl.ClCCl.ClCCl.ClCCl